C37H65As2FeN7O4P2SSe | wB97M-V/def2-TZVPD

Computed properties:
Molar mass in g/mol: 1050.64
Relative energy (zero: lowest compared OMol25 entry of this formula, charge and spin) in eV: 0.9224
Charge: +1
LUMO energy (spin up / spin down) in eV: -1.8705 / -2.1685
Spin multiplicity: 6
Orbital gap (spin up / spin down) in eV: 7.5 / 7.2

Element x y z (Å)
C1 -6.64684 -3.32284 0.05754
H1 -2.84242 -0.35614 5.30192
H2 0.30078 -2.68903 7.90691
H3 4.02550 -1.06023 3.40991
H4 3.78486 4.94235 -2.05274
O1 -1.53588 -1.57705 0.04300
C2 -2.33692 0.70121 -3.64356
C3 4.76310 1.27857 0.30810
As1 -1.54990 -1.40011 3.36465
H5 2.73705 -1.46121 -2.92929
H6 3.10198 -0.78202 5.31958
H7 -7.21317 -2.48870 0.46762
H8 3.83692 -0.94260 1.64925
H9 1.41547 4.60750 -2.27646
H10 -0.93797 6.19731 0.78296
H11 -5.05289 -5.38847 0.36544
H12 -2.85830 -3.43549 2.64205
H13 -3.43984 -3.15549 -2.80707
H14 4.30752 -0.93666 -3.58866
C4 -5.84673 -4.26020 -1.95717
H15 -5.72964 -4.14859 -3.03418
H16 4.63707 1.57261 -4.26911
H17 -3.54454 -4.43702 0.55079
H18 -2.64431 -3.33057 -1.24927
H19 3.52902 1.00262 -5.50685
H20 4.35896 3.63673 -3.08110
H21 -3.97545 -5.17383 -1.70045
C5 2.10216 -1.16318 5.48597
H22 1.65142 2.83604 0.21779
C6 -4.63134 -2.06129 0.57637
H23 0.75810 -0.07513 -3.31669
C7 3.35399 -1.24359 2.57369
H24 5.05020 2.32232 0.20442
As2 1.67217 -0.26981 2.76273
C8 -1.85390 -3.31463 3.05511
H25 5.74682 0.33186 -2.86826
H26 -7.17124 -4.25115 0.29138
H27 -1.12738 -3.70972 2.34621
C9 1.13647 -1.07485 4.47979
H28 5.15591 -1.19153 -0.02368
H29 -6.69566 -1.08894 -1.42507
C10 -4.56350 -4.43469 0.16563
H30 3.18274 2.49541 -4.65281
H31 -1.17757 -0.69995 -2.48792
H32 3.87693 1.21947 0.93876
H33 -3.47895 2.32936 -4.46582
H34 3.44663 -1.23197 -0.47961
H35 1.24011 0.28212 -4.97783
H36 5.57973 0.76844 0.82453
H37 -1.79080 -3.86576 3.99348
Se1 -0.32938 -2.65294 -0.36354
H38 1.48377 1.91844 4.00056
C11 -1.01985 2.93721 0.74121
O2 0.82178 -2.24029 0.74660
C12 1.29741 0.63212 -3.94251
H39 -1.41925 -2.53035 6.16810
H40 3.28686 3.44549 0.47880
N1 -1.26729 1.11618 -1.53767
N2 -0.84349 4.12432 1.36689
C13 -1.75586 2.34652 -1.57342
C14 2.78733 3.09207 -1.63858
C15 5.78223 0.86761 -1.92149
C16 -2.57624 2.82173 -2.58911
C17 4.44126 -0.92175 -0.80563
H41 6.65773 0.49861 -1.37985
C18 -1.37590 4.63685 -0.69897
H42 -3.67251 -2.11363 1.09543
C19 -3.07939 -1.13806 4.58120
C20 -0.14891 -1.56282 4.72780
C21 -6.02179 -1.86778 -1.78961
H43 2.06730 4.51273 -0.19683
H44 2.63592 2.08484 2.66466
H45 5.94797 1.92330 -2.12580
C22 1.59822 3.55118 -2.49412
H46 3.11616 -2.30405 2.51039
C23 3.58269 1.49077 -4.53008
H47 -3.34786 -2.04850 5.11714
H48 -2.99706 3.81524 -2.55051
N3 -1.36279 3.24841 -0.54597
P1 -4.29636 -1.52228 -1.16606
H49 0.81128 1.60263 -3.89498
C24 4.03064 3.87649 -2.07068
H50 3.13955 1.30016 4.18139
H51 -5.23164 -1.30048 1.07833
P2 2.91849 1.20741 -1.75120
H52 -3.93731 -0.81403 3.99167
N4 1.71529 0.61566 -0.90326
H53 2.57669 -1.79336 7.47677
S1 -0.84838 1.45602 1.52786
N5 -6.57739 -3.17858 -1.39662
C25 0.53875 -2.23457 6.95329
C26 2.77589 0.64374 -3.53651
C27 1.81169 -1.73479 6.71265
C28 -3.59808 -3.14448 -1.72669
C29 -0.42703 -2.14442 5.96636
H54 -0.54867 5.29918 3.04634
Fe1 0.36570 -0.12989 -0.06020
H55 -2.51680 0.00878 -4.45529
H56 -6.32596 -5.21259 -1.72787
C30 -2.85675 1.98108 -3.65113
H57 0.69409 2.99266 -2.24680
O3 0.26131 -1.96131 -1.73935
C31 -1.57468 0.30555 -2.55906
N6 -5.32820 -3.35513 0.68332
H58 -1.04083 3.62515 3.38803
N7 -4.44551 -4.33274 -1.36343
H59 0.61600 3.96099 2.86317
C32 3.22955 -0.81953 -3.66168
H60 -1.56226 5.11352 -1.64304
C33 -0.42614 4.25956 2.75469
C34 4.54768 0.59892 -1.05153
C35 2.31473 1.43990 3.48335
H61 1.77826 3.46673 -3.56264
C36 2.43194 3.48027 -0.18970
O4 -0.83879 -4.18256 -0.43025
C37 -1.05274 5.16958 0.48676
H62 -6.03120 -1.79659 -2.88074
H63 4.86826 3.73235 -1.39109
H64 4.70750 -1.49845 -1.68538
H65 2.93594 -1.16547 -4.65594

C37H65BBrN8O23 | wB97M-V/def2-TZVPD

Computed properties:
Molar mass in g/mol: 1080.68
Charge: +1
LUMO energy in eV: -3.3461
Orbital gap in eV: 7.7

Element x y z (Å)
H1 -5.58137 0.98431 2.14149
H2 1.59549 -1.66045 -6.78176
H3 -3.92959 -1.39792 3.63357
C1 0.65505 2.17818 3.30142
H4 4.33257 0.33896 -1.89778
H5 -3.52763 4.22628 -0.72657
H6 2.08036 -2.91862 -1.12117
C2 5.07181 -2.19411 -9.47310
C3 -6.63567 0.75506 2.27654
H7 0.75231 0.81585 1.78566
O1 -1.59998 -1.52795 2.61958
H8 2.38905 5.59482 -3.56352
C4 4.26860 2.35977 -2.71932
C5 -6.81881 3.20772 1.56045
C6 2.17441 -3.37333 -4.65113
C7 -2.82484 4.51366 0.04659
H9 -1.62906 3.05028 -1.35748
H10 -5.94718 -1.14826 3.66470
H11 -0.26742 3.15685 -0.27073
H12 -6.86510 0.77303 3.33314
H13 -6.20647 -0.79077 0.90962
H14 0.85786 5.53843 -4.45921
C8 5.14086 -1.21589 -10.62855
O2 6.06862 1.41953 -1.65402
C9 -0.71266 -2.39855 3.29072
C10 -3.86627 -2.29712 3.02708
O3 4.64479 -0.01160 -10.03225
O4 2.63819 1.75593 -3.77878
H15 -8.39266 1.94006 2.20881
C11 -0.74616 1.96670 3.79600
H16 2.13224 -0.65503 -3.94164
C12 5.02670 0.61971 2.97352
H17 -3.61610 -3.09873 3.71584
H18 -5.94455 3.13910 0.92394
H19 -2.36719 -7.21041 3.87439
N1 -3.69020 2.12025 4.52174
O5 5.21116 1.36518 4.08144
H20 -5.77336 2.11961 4.97770
N2 -5.02536 2.47170 4.40572
O6 4.09853 -0.11715 2.80504
H21 2.01677 -5.62801 -1.78324
H22 -0.85420 -2.33552 4.37180
H23 1.88060 3.48139 4.20182
O7 2.88816 -2.77226 -5.62556
B1 -1.58310 3.67955 1.89322
H24 -7.17454 3.79977 3.65168
O8 0.22670 -5.51482 -0.71296
C13 1.25626 -4.90229 -1.51770
C14 -1.26479 2.74943 -0.37963
C15 1.52246 -1.20666 -4.65469
C16 6.52467 1.95057 4.01371
H25 -5.10512 -2.64635 1.28740
H26 -7.87272 -0.86084 1.50971
N3 0.77219 1.81990 1.90365
O9 0.08082 -8.83143 2.55947
H27 -6.24263 4.89307 2.67685
H28 1.05950 0.38238 4.20824
H29 -2.08341 5.15413 -0.42025
N4 -1.77315 2.79020 3.14036
C17 2.55678 4.66876 -5.53150
O10 0.58764 -3.52818 0.20402
H30 7.84024 1.79740 2.27546
H31 0.45299 4.12675 3.86802
H32 -3.35817 5.06219 0.80917
H33 6.51725 2.94714 4.44501
C18 2.26652 -1.51890 -5.93152
H34 5.29910 0.54262 -3.37329
O11 6.41498 3.07692 -0.17551
C19 5.76777 2.58360 -1.04587
H35 0.59450 -0.66683 -4.81832
H36 -1.24908 1.67238 -0.36864
Br1 -3.21349 0.92066 5.82649
H37 -0.77859 -7.18928 4.66849
N5 1.49251 1.30125 4.19539
H38 -1.39808 -7.67413 1.70501
H39 4.52360 -1.50235 -11.47526
C20 -7.49199 1.83550 1.61384
C21 2.46936 2.86548 -4.17856
O12 1.53688 3.72279 -3.70486
O13 -1.14980 -4.78107 0.89620
C22 4.95500 1.03163 -2.46660
C23 6.79308 1.94252 2.52134
H40 4.65820 2.87189 -3.59986
C24 -6.34292 -1.70472 2.82405
H41 1.90126 4.49036 -6.38469
C25 -6.84178 -0.67430 1.77880
O14 2.33928 -4.50060 -4.30395
C26 -0.19878 -4.62209 0.18671
C27 -1.37694 -7.65842 3.88452
N6 -3.93606 3.56689 2.86723
H42 -1.01530 0.92129 3.69755
H43 1.64925 2.20038 1.57150
O15 -0.93718 4.86695 2.08498
H44 -0.72875 2.17379 4.85827
O16 6.00784 0.81950 2.08208
C28 4.83734 -0.08657 -8.69642
H45 3.18819 2.27977 -2.80052
H46 -7.52643 3.88464 1.10196
H47 6.16218 -1.04334 -10.97068
H48 3.00718 -0.76342 -6.18466
H49 -7.76638 1.56391 0.60521
H50 4.10554 -2.69625 -9.40432
H51 -3.06016 -1.58500 1.20216
O17 3.18404 3.43393 -5.16815
C29 -5.11806 3.32502 3.37540
H52 0.00767 4.83017 1.87728
H53 2.54859 -4.14939 0.07021
O18 4.63012 3.11121 -1.55208
H54 -7.17800 -2.26189 3.22624
H55 3.30388 5.40832 -5.80378
H56 -2.46640 -3.17023 1.68656
H57 -0.82016 -3.42685 2.96926
C30 -0.49425 -9.69213 3.43656
C31 -2.71573 -2.17528 2.04532
C32 -5.20892 -2.62830 2.36556
H58 0.30738 -2.10120 3.07705
C33 -6.40671 3.84290 2.88959
O19 -1.46407 -9.06012 4.14926
H59 7.21709 1.32300 4.57636
C34 -0.69139 -7.62622 2.53377
C35 1.79155 5.01696 -4.26971
O20 1.25676 -2.52502 -4.12984
C36 1.75265 -3.81001 -0.59405
H60 2.32885 1.14122 3.64493
H61 6.43133 2.83330 2.02927
N7 -2.20805 3.30101 0.63120
C37 -3.03696 2.80203 3.52418
H62 -0.04876 -6.76157 2.40017
O21 -0.19455 -10.83235 3.56585
O22 4.68014 0.81425 -7.93622
N8 1.17512 3.53012 3.47695
H63 5.86091 -2.94025 -9.49220
O23 5.22580 -1.33417 -8.33625
H64 -5.45601 -3.64183 2.65665
H65 0.80613 -4.51552 -2.42531

| no. | DFT total energy (Ha) |
| --- | --- |
| 1 | -11350.4155 |
| 2 | -6216.0601 |